1.
{"formula": "C13H25KN6O8", "method": "ωB97M-V/def2-TZVPD", "e_above_lowest_kj_mol": 147.0, "energy_ev": -55534.8806, "largest_force_ev_per_a": 0.733, "orbital_gap_ev": 6.783, "molar_mass_g_mol": 432.5, "lumo_ev": 4.360, "homo_energy_ev": -2.423, "charge": -2, "species": ["K", "O", "C", "C", "N", "C", "C", "O", "O", "C", "C", "O", "O", "H", "H", "H", "H", "H", "H", "H", "H", "H", "N", "N", "C", "O", "O", "H", "H", "H", "N", "C", "H", "C", "N", "C", "C", "O", "N", "C", "C", "H", "H", "H", "H", "H", "H", "H", "H", "H", "H", "H", "H"], "xyz": [[-0.738, -0.265, -0.158], [-1.225, -4.370, 1.980], [-1.116, -4.394, 0.569], [0.313, -4.357, 0.039], [0.976, -3.077, 0.207], [1.394, -2.780, 1.581], [0.550, -1.573, 1.999], [1.014, -0.437, 1.745], [-0.619, -1.797, 2.414], [2.029, -2.863, -0.772], [1.452, -2.658, -2.200], [1.937, -3.340, -3.122], [0.561, -1.772, -2.262], [-1.066, -3.430, 2.251], [-1.671, -3.563, 0.121], [-1.583, -5.323, 0.226], [0.265, -4.561, -1.034], [0.892, -5.178, 0.502], [2.456, -2.525, 1.610], [1.212, -3.636, 2.237], [2.769, -3.681, -0.767], [2.545, -1.933, -0.518], [-2.098, -1.030, -3.318], [-2.106, 0.242, -3.985], [-1.451, 1.314, -3.317], [-1.164, 2.295, -4.026], [-1.236, 1.156, -2.083], [-1.150, -1.309, -3.027], [-2.337, -1.708, -4.034], [-1.777, 0.205, -4.940], [-3.827, -0.424, -1.092], [-3.721, -1.491, -1.610], [-3.316, 0.413, -1.385], [-0.503, 4.064, -0.916], [0.365, 3.816, 0.230], [1.057, 5.011, 0.662], [-0.153, 2.982, 1.219], [-1.314, 2.587, 1.233], [0.724, 2.678, 2.232], [2.145, 2.513, 2.029], [0.202, 2.201, 3.496], [0.100, 4.490, -1.718], [-1.308, 4.765, -0.657], [-0.919, 3.130, -1.280], [0.347, 5.801, 0.951], [1.662, 5.392, -0.164], [1.713, 4.816, 1.507], [2.736, 3.244, 2.601], [2.385, 2.616, 0.974], [2.422, 1.504, 2.343], [-0.883, 2.157, 3.429], [0.496, 2.887, 4.302], [0.563, 1.195, 3.695]], "forces_ev_per_angstrom": [[0.04, -0.34, -0.08], [0.00, -0.01, -0.06], [0.03, -0.02, 0.03], [-0.04, 0.05, -0.06], [0.15, -0.11, 0.08], [-0.12, -0.02, 0.07], [0.04, 0.08, 0.09], [0.38, 0.06, 0.32], [-0.04, -0.04, 0.10], [-0.10, 0.03, -0.13], [0.08, 0.12, 0.15], [0.00, -0.05, -0.02], [-0.15, -0.05, -0.07], [0.02, 0.00, 0.05], [-0.01, 0.01, -0.02], [0.01, -0.02, 0.00], [0.00, 0.02, -0.01], [0.01, -0.01, 0.03], [0.01, 0.02, 0.01], [-0.03, 0.01, -0.01], [-0.01, -0.04, -0.07], [-0.02, -0.02, 0.04], [0.49, -0.25, -0.49], [-0.04, -0.06, 0.03], [0.28, 0.10, -0.01], [-0.09, 0.02, -0.02], [-0.59, 0.22, -0.14], [0.13, 0.32, -0.06], [-0.31, -0.02, 0.14], [0.09, 0.01, 0.03], [0.30, 0.37, -0.28], [-0.44, -0.40, 0.32], [0.00, 0.07, 0.12], [0.05, -0.07, 0.08], [-0.16, -0.06, -0.09], [0.12, 0.02, 0.03], [-0.24, 0.08, 0.39], [0.25, 0.16, -0.31], [0.05, 0.17, 0.09], [0.01, -0.11, 0.02], [-0.11, -0.01, -0.24], [-0.01, 0.01, 0.00], [0.00, -0.03, -0.01], [-0.08, -0.07, -0.05], [0.00, -0.01, -0.01], [0.01, 0.01, 0.01], [-0.05, 0.05, -0.05], [-0.03, -0.01, 0.02], [-0.01, 0.00, 0.00], [0.01, -0.02, -0.04], [0.04, 0.02, 0.03], [0.03, -0.09, 0.02], [0.06, -0.13, 0.03]], "nbo_charge": [0.9294, -0.7876, -0.0644, -0.2384, -0.4452, -0.3393, 0.7684, -0.8099, -0.7929, -0.3261, 0.7636, -0.7663, -0.8221, 0.5067, 0.1738, 0.1506, 0.2133, 0.1442, 0.1841, 0.1920, 0.1524, 0.2036, -0.6605, -0.5454, 0.8700, -0.7820, -0.8687, 0.4092, 0.3374, 0.3508, -0.8243, 0.2928, 0.4455, -0.4233, -0.4678, -0.3976, 0.8004, -0.6653, -0.4594, -0.4142, -0.4109, 0.1895, 0.1562, 0.2897, 0.1636, 0.1906, 0.2041, 0.1534, 0.2241, 0.2331, 0.2394, 0.1561, 0.2231]}

2.
{"formula": "C2HO2P", "method": "ωB97M-V/def2-TZVPD", "e_above_lowest_kj_mol": 16.9, "energy_ev": -15472.4393, "largest_force_ev_per_a": 7.204, "orbital_gap_ev": 10.469, "molar_mass_g_mol": 88.0, "lumo_ev": 0.384, "homo_energy_ev": -10.085, "charge": 0, "species": ["C", "C", "O", "O", "P", "H"], "xyz": [[2.205, 0.218, 0.156], [-2.235, -0.367, -0.040], [2.878, -0.709, 0.299], [1.532, 1.160, 0.062], [-2.097, 0.844, -1.059], [-2.283, -1.145, 0.583]], "forces_ev_per_angstrom": [[-0.43, 0.66, 0.28], [0.60, 5.50, -4.62], [0.25, -0.40, -0.12], [0.18, -0.25, -0.16], [-0.34, -2.78, 2.38], [-0.24, -2.73, 2.24]], "nbo_charge": [1.0243, -0.6895, -0.5099, -0.5154, 0.5080, 0.1826]}

3.
{"formula": "C25H38P2Pt", "method": "ωB97M-V/def2-TZVPD", "e_above_lowest_kj_mol": 0.0, "energy_ev": -48346.2548, "largest_force_ev_per_a": 4.479, "orbital_gap_ev": [5.942, 5.356], "molar_mass_g_mol": 595.6, "lumo_ev": [-4.824, -9.129], "homo_energy_ev": [-10.766, -14.485], "charge": 2, "spin_multiplicity": 5, "species": ["P", "P", "C", "C", "H", "H", "H", "H", "C", "H", "H", "H", "C", "H", "H", "H", "C", "H", "H", "H", "C", "H", "H", "H", "Pt", "C", "C", "C", "C", "C", "C", "C", "C", "C", "H", "H", "H", "H", "H", "H", "H", "H", "H", "H", "H", "H", "H", "H", "H", "C", "C", "C", "C", "C", "C", "C", "C", "C", "C", "H", "H", "H", "H", "H", "H", "H"], "xyz": [[2.236, 0.994, -1.515], [-2.269, -0.386, 2.056], [-0.423, 0.075, -0.216], [-1.886, -0.148, 0.233], [-0.240, 1.167, -0.196], [0.272, -0.387, 0.511], [-2.499, 0.731, -0.049], [-2.325, -1.019, -0.276], [-2.450, -2.162, 2.275], [-2.531, -2.389, 3.347], [-1.584, -2.692, 1.855], [-3.362, -2.501, 1.762], [-3.775, 0.435, 2.551], [-4.617, -0.258, 2.417], [-3.944, 1.331, 1.939], [-3.708, 0.724, 3.608], [3.832, 0.557, -2.266], [4.598, 1.280, -1.959], [3.739, 0.563, -3.359], [4.127, -0.451, -1.945], [1.908, 2.686, -2.085], [0.927, 3.008, -1.718], [1.910, 2.699, -3.180], [2.684, 3.362, -1.702], [0.463, -0.593, -2.132], [-1.291, -1.518, -2.694], [-0.529, -2.394, -1.828], [0.231, -3.567, -2.394], [1.268, -3.161, -3.465], [1.650, -1.694, -3.410], [0.907, -0.686, -4.140], [-0.283, -1.079, -4.989], [-1.389, -1.793, -4.177], [2.532, 1.185, 0.272], [-2.167, -1.035, -2.248], [-0.900, -2.527, -0.805], [-0.460, -4.325, -2.789], [0.779, -4.043, -1.568], [2.182, -3.745, -3.301], [0.930, -3.425, -4.474], [2.727, -1.513, -3.319], [1.489, 0.152, -4.532], [0.028, -1.696, -5.843], [-0.706, -0.163, -5.417], [-2.360, -1.425, -4.535], [-1.378, -2.873, -4.360], [1.642, 1.608, 0.754], [3.391, 1.847, 0.451], [2.724, 0.191, 0.699], [-0.499, 4.204, 4.364], [-1.336, 3.906, 3.270], [-1.426, 2.604, 2.792], [-0.712, 1.547, 3.404], [-0.852, 0.158, 3.040], [0.072, -0.784, 3.500], [1.025, -0.426, 4.474], [1.065, 0.865, 4.977], [0.223, 1.875, 4.451], [0.279, 3.205, 4.933], [-0.455, 5.224, 4.751], [-1.922, 4.699, 2.797], [-2.055, 2.410, 1.918], [0.052, -1.804, 3.116], [1.725, -1.184, 4.831], [1.763, 1.134, 5.768], [0.952, 3.422, 5.765]], "forces_ev_per_angstrom": [[-0.16, -0.46, -0.80], [2.08, -0.15, -0.17], [-0.13, 0.58, 1.06], [-0.62, 0.30, -0.53], [-0.06, -0.55, -0.19], [-0.18, -0.01, -0.51], [0.22, -0.43, -0.13], [-0.09, 0.20, 0.27], [-0.11, -0.19, 0.13], [0.01, 0.00, -0.29], [-0.25, 0.16, 0.12], [0.26, 0.10, 0.13], [-0.57, 0.22, -0.16], [0.20, 0.23, 0.01], [-0.08, -0.25, 0.22], [0.04, -0.10, -0.29], [0.07, -0.01, 0.18], [-0.12, -0.16, -0.13], [0.04, 0.06, 0.24], [0.01, 0.28, -0.03], [-0.09, -0.12, -0.02], [0.19, 0.02, -0.13], [-0.05, 0.09, 0.22], [-0.17, -0.13, -0.11], [0.77, 2.57, 3.59], [-1.03, -0.59, 0.22], [-0.87, -0.84, 0.01], [0.53, -0.31, 0.17], [0.18, -0.41, 0.08], [1.22, -0.91, 0.08], [-0.13, 0.81, -1.84], [-0.34, 0.29, -0.04], [-0.17, 0.15, -0.50], [-0.06, -0.32, 0.05], [0.35, -0.11, -0.20], [0.16, 0.09, -0.31], [0.06, 0.11, 0.06], [-0.24, 0.08, -0.19], [-0.23, 0.08, -0.08], [-0.02, 0.15, 0.10], [-0.45, -0.01, -0.07], [-0.10, -0.25, 0.05], [0.07, 0.07, 0.11], [0.16, -0.13, 0.04], [0.23, -0.19, 0.09], [0.02, 0.14, 0.07], [0.27, -0.06, -0.08], [-0.22, -0.21, -0.13], [0.04, 0.29, 0.03], [-1.64, 0.74, -1.69], [0.87, 1.86, 1.52], [0.43, -1.75, 0.01], [-0.14, 0.67, -0.17], [-1.99, 1.46, -0.97], [2.87, -1.24, 1.97], [-1.49, -2.65, -2.25], [0.07, 2.02, 0.92], [-0.20, 0.34, 0.02], [0.64, -1.42, 0.17], [-0.03, -0.36, -0.16], [0.23, -0.26, 0.23], [0.19, 0.04, 0.30], [0.12, 0.26, 0.25], [-0.23, 0.24, -0.12], [-0.12, -0.09, -0.21], [-0.23, -0.01, -0.24]], "lowdin_spin": [0.1086, 0.0783, 0.2961, 0.0544, 0.0276, 0.0292, 0.0008, 0.0065, 0.0055, 0.0006, 0.0005, 0.0002, 0.0140, -0.0002, 0.0026, 0.0013, 0.0074, 0.0011, -0.0001, 0.0006, 0.0204, 0.0015, 0.0007, 0.0030, 0.4154, 0.1254, 0.1837, 0.0405, 0.0301, 0.2128, 0.2495, 0.0447, 0.0246, 0.0247, 0.0139, 0.0175, 0.0110, 0.0010, 0.0007, 0.0075, 0.0126, 0.0186, 0.0140, 0.0023, 0.0019, 0.0029, 0.0005, 0.0033, 0.0013, 0.1169, 0.1441, 0.2071, 0.0188, 0.3493, 0.2045, 0.1903, 0.3637, 0.0104, 0.2281, 0.0017, 0.0045, 0.0070, 0.0084, 0.0036, 0.0141, 0.0067]}